Record 1
The following is a DFT calculation (wB97M-V/def2-TZVPD) of a structure of composition C21H19EuN3O5S in a non-equilibrium geometry.

The calculated total energy comes out at -66954.7864 eV. The strongest force on any atom comes out at 8.21 eV Å⁻¹. The net charge is -2. As for the molar mass: 577.4 g mol⁻¹. The spin multiplicity is 8.

Cartesian coordinates (Å):
Eu: -0.38 1.14 -0.89
C: 2.35 2.02 2.45
C: 0.99 2.05 1.82
N: 0.35 0.93 1.46
N: 0.93 -0.29 1.78
C: 0.64 -1.20 0.90
O: 0.01 -1.02 -0.23
C: 1.11 -2.58 1.20
C: 2.07 -2.85 2.19
C: 2.48 -4.16 2.43
C: 1.95 -5.21 1.69
C: 1.00 -4.95 0.71
C: 0.59 -3.64 0.46
C: 0.36 3.26 1.49
C: 0.98 4.54 1.70
C: 0.31 5.68 1.36
C: -0.99 5.59 0.80
C: -1.50 4.32 0.57
N: -0.89 3.19 0.88
H: 2.54 1.03 2.86
H: 2.45 2.77 3.24
H: 3.11 2.22 1.68
H: 2.47 -2.02 2.75
H: 3.23 -4.35 3.19
H: 2.27 -6.23 1.88
H: 0.58 -5.76 0.13
H: -0.13 -3.41 -0.31
H: 1.99 4.59 2.09
H: 0.78 6.64 1.51
H: -1.55 6.47 0.51
H: -2.46 4.21 0.08
O: 1.90 1.72 -0.91
S: 1.42 2.31 -2.19
O: 2.41 3.00 -2.97
O: 0.77 1.15 -2.91
O: 0.25 3.16 -1.79
C: -2.70 0.62 -1.84
C: -2.55 -0.82 -2.09
C: -1.51 -1.31 -2.91
C: -1.32 -2.67 -3.11
C: -2.14 -3.61 -2.50
C: -3.18 -3.15 -1.69
C: -3.38 -1.79 -1.50
H: -3.66 0.84 -1.36
H: -2.63 1.18 -2.78
H: -0.83 -0.61 -3.38
H: -0.49 -3.00 -3.73
H: -1.98 -4.67 -2.65
H: -3.84 -3.86 -1.20
H: -4.19 -1.46 -0.86

***

Record 2
The following is a DFT calculation (wB97M-V/def2-TZVPD) of a cluster of 2 separate species, C9H14S in total in a non-equilibrium geometry.

The calculated total energy comes out at -20386.0409 eV. The strongest force on any atom comes out at 1.59 eV Å⁻¹. The net charge is +1. As for the molar mass: 154.3 g mol⁻¹. The spin multiplicity is 2. The calculation puts the energy above the lowest of the compared OMol25 structures with the same formula, charge and spin at 21.68 kcal/mol.

Cartesian coordinates (Å):
C: 2.00 3.80 0.25
C: 2.30 0.91 -2.21
C: 2.55 2.07 -1.48
C: 1.07 0.29 -2.04
C: 1.62 2.60 -0.57
C: 0.15 0.81 -1.17
C: 0.39 1.97 -0.46
H: 3.03 0.40 -2.81
H: 3.40 2.68 -1.76
H: 0.82 -0.50 -2.75
H: -0.82 0.30 -1.12
H: 1.06 4.29 0.49
H: 2.74 4.48 -0.19
H: -0.44 2.46 0.05
H: 2.56 3.54 1.15
C: -1.08 -3.46 0.82
C: -2.45 -1.43 2.27
S: -2.62 -3.06 1.58
H: -0.59 -4.25 1.41
H: -1.34 -4.04 -0.07
H: -0.50 -2.60 0.50
H: -3.15 -0.64 2.01
H: -1.46 -0.99 2.15
H: -2.53 -1.55 3.36

***

Record 3
The following is a DFT calculation (wB97M-V/def2-TZVPD) of a cluster of 6 separate species, CH14O5 in total in a non-equilibrium geometry.

The calculated total energy comes out at -11501.2587 eV. The strongest force on any atom comes out at 2.03 eV Å⁻¹. As for the molar mass: 106.1 g mol⁻¹. The calculation puts the energy above the lowest of the compared OMol25 structures with the same formula, charge and spin at 26.28 kcal/mol. Its SMILES is C.O.O.O.O.O.

Cartesian coordinates (Å):
C: -1.66 0.00 -4.15
H: -1.28 -0.19 -3.15
H: -1.00 -0.40 -4.91
H: -2.71 -0.23 -4.25
H: -1.54 1.09 -4.26
O: 2.41 -0.06 0.81
H: 1.69 -0.68 0.96
H: 2.83 -0.64 0.13
O: -1.12 1.52 0.29
H: -1.29 2.27 -0.29
H: -1.07 1.83 1.21
O: 1.57 -1.54 -1.90
H: 1.81 -1.89 -2.78
H: 1.11 -0.73 -2.02
O: -0.06 -0.94 1.75
H: -0.59 -0.86 2.55
H: -0.67 -0.45 1.17
O: 0.22 0.88 6.34
H: 1.01 0.73 6.89
H: 0.34 0.27 5.62

***

Record 4
The following is a DFT calculation (wB97M-V/def2-TZVPD) of a cluster of 2 separate species, C7H11N3O2 in total in a non-equilibrium geometry.

The calculated total energy comes out at -15996.9776 eV. The strongest force on any atom comes out at 2.04 eV Å⁻¹. As for the molar mass: 169.2 g mol⁻¹. The calculation puts the energy above the lowest of the compared OMol25 structures with the same formula, charge and spin at 135.62 kcal/mol. Its SMILES is C#C[C@@H](C)OC.Cc1nnon1.

Cartesian coordinates (Å):
C: -3.28 -1.10 1.39
C: -2.38 -0.75 0.66
C: -1.29 -0.32 -0.24
C: -0.71 -1.51 -1.00
O: -1.73 0.61 -1.20
C: -2.16 1.83 -0.64
H: -4.07 -1.42 2.07
H: -0.49 0.14 0.38
H: -0.32 -2.26 -0.29
H: 0.09 -1.15 -1.65
H: -1.48 -1.97 -1.62
H: -2.43 2.48 -1.48
H: -1.35 2.30 -0.06
H: -3.03 1.68 0.01
C: 3.29 0.91 1.34
C: 2.67 0.09 0.26
N: 2.20 -1.19 0.44
N: 1.76 -1.59 -0.66
O: 1.92 -0.58 -1.57
N: 2.50 0.47 -0.97
H: 2.71 1.82 1.49
H: 4.31 1.19 1.07
H: 3.30 0.33 2.27

***

Record 5
The following is a DFT calculation (wB97M-V/def2-TZVPD) of a cluster of 2 separate species, C8H16 in total in a non-equilibrium geometry.

The calculated total energy comes out at -8554.0023 eV. The strongest force on any atom comes out at 2.15 eV Å⁻¹. As for the molar mass: 112.2 g mol⁻¹. The calculation puts the energy above the lowest of the compared OMol25 structures with the same formula, charge and spin at 25.57 kcal/mol. Its SMILES is C=C(C)C.C=C(C)C.

Cartesian coordinates (Å):
C: -1.96 -0.13 1.53
C: -1.34 -0.54 0.41
C: 0.00 0.00 0.00
C: -1.87 -1.64 -0.46
H: -2.93 -0.52 1.84
H: -1.51 0.67 2.14
H: 0.43 0.72 0.71
H: -0.14 0.51 -0.97
H: 0.71 -0.83 -0.14
H: -2.15 -1.23 -1.44
H: -2.76 -2.12 -0.01
H: -1.09 -2.40 -0.60
C: -2.71 -6.10 -3.15
C: -2.37 -4.77 -3.26
C: -0.98 -4.28 -2.96
C: -3.41 -3.71 -3.37
H: -3.74 -6.41 -3.35
H: -1.97 -6.87 -2.93
H: -0.57 -3.37 -3.41
H: -0.35 -5.14 -3.26
H: -0.93 -4.18 -1.86
H: -4.19 -3.93 -4.12
H: -2.96 -2.74 -3.60
H: -3.89 -3.65 -2.37

***

Record 6
The following is a DFT calculation (wB97M-V/def2-TZVPD) of a cluster of 2 separate species, C2H3PS in total in a non-equilibrium geometry.

The calculated total energy comes out at -22242.2496 eV. The strongest force on any atom comes out at 2.54 eV Å⁻¹. As for the molar mass: 90.1 g mol⁻¹. The calculation puts the energy above the lowest of the compared OMol25 structures with the same formula, charge and spin at 53.67 kcal/mol.

Cartesian coordinates (Å):
C: 0.51 -1.22 1.15
C: -0.47 -1.18 1.84
P: 0.45 1.69 -0.52
S: -0.27 1.12 -2.28
H: 1.51 -1.44 0.63
H: -1.44 -1.24 2.27
H: -0.28 2.26 -3.09

***

Record 7
The following is a DFT calculation (wB97M-V/def2-TZVPD) of a structure of composition C47H54BrCoN7O2SeSi.

The calculated total energy comes out at -245034.2255 eV. The strongest force on any atom comes out at 0.35 eV Å⁻¹. The net charge is +1. As for the molar mass: 994.9 g mol⁻¹. The spin multiplicity is 5.

Cartesian coordinates (Å):
Co: 1.81 -1.00 0.17
C: -1.58 -1.90 1.65
C: -0.49 -2.31 2.61
C: -0.65 -3.43 3.41
C: 0.32 -3.79 4.33
C: 1.46 -3.01 4.49
C: 1.65 -1.88 3.72
C: 2.87 -1.01 3.90
C: 0.68 -1.55 2.76
N: 0.94 -0.49 1.86
C: 0.87 0.83 2.28
O: 0.23 1.23 3.22
C: 1.74 1.71 1.42
C: 2.10 3.01 1.68
C: 3.04 3.60 0.84
C: 3.62 2.86 -0.19
C: 3.20 1.56 -0.37
N: 2.26 1.04 0.40
C: 3.80 0.55 -1.33
O: 4.68 0.87 -2.10
N: 3.24 -0.68 -1.16
C: 3.77 -1.78 -1.87
C: 3.05 -2.33 -2.94
C: 1.89 -1.59 -3.57
C: 3.48 -3.53 -3.49
C: 4.62 -4.16 -3.03
C: 5.37 -3.57 -2.02
C: 4.96 -2.38 -1.43
C: 5.79 -1.76 -0.34
H: -1.80 -2.70 0.94
H: -1.32 -1.00 1.11
H: -2.49 -1.70 2.21
H: -1.55 -4.03 3.32
H: 0.18 -4.67 4.95
H: 2.21 -3.28 5.22
H: 3.62 -1.52 4.50
H: 2.60 -0.08 4.40
H: 3.32 -0.73 2.94
H: 1.67 3.53 2.52
H: 3.35 4.62 1.01
H: 4.38 3.27 -0.84
H: 2.26 -1.03 -4.43
H: 1.44 -0.88 -2.89
H: 1.13 -2.29 -3.93
H: 2.92 -3.96 -4.31
H: 4.95 -5.09 -3.47
H: 6.28 -4.04 -1.68
H: 6.39 -2.51 0.17
H: 5.19 -1.23 0.39
H: 6.48 -1.02 -0.77
Se: -1.17 -7.99 -0.81
N: -1.70 -6.36 -1.28
C: -0.78 -5.52 -0.88
C: -0.85 -4.08 -1.09
C: -1.90 -3.46 -1.77
C: -1.87 -2.09 -1.93
C: -0.80 -1.37 -1.42
N: 0.21 -1.95 -0.77
C: 0.19 -3.29 -0.61
C: 1.33 -3.88 0.10
N: 2.27 -3.02 0.53
C: 3.34 -3.50 1.14
C: 3.53 -4.86 1.36
C: 2.56 -5.75 0.93
C: 1.43 -5.25 0.29
C: 0.35 -6.10 -0.20
N: 0.33 -7.40 -0.06
H: -2.71 -4.06 -2.15
H: -2.66 -1.57 -2.45
H: -0.74 -0.30 -1.53
H: 4.08 -2.78 1.45
H: 4.43 -5.20 1.85
H: 2.66 -6.81 1.08
C: -3.66 0.92 0.56
C: -4.09 2.07 -0.36
C: -5.40 2.67 0.19
C: -4.40 1.43 -1.72
Si: -2.75 3.44 -0.52
Br: -0.81 2.25 -0.85
C: -2.44 4.41 1.10
C: -1.05 5.07 1.13
C: -3.50 5.52 1.27
C: -2.50 3.50 2.33
C: -2.92 4.52 -2.09
C: -1.90 5.68 -2.06
C: -2.65 3.75 -3.39
C: -4.33 5.13 -2.17
H: -4.49 0.22 0.66
H: -3.37 1.24 1.56
H: -2.82 0.38 0.12
H: -6.17 1.89 0.22
H: -5.79 3.48 -0.43
H: -5.29 3.05 1.20
H: -5.09 0.59 -1.57
H: -3.50 1.04 -2.20
H: -4.88 2.12 -2.42
H: -0.89 5.79 0.33
H: -0.26 4.32 1.06
H: -0.93 5.59 2.08
H: -3.43 6.29 0.50
H: -3.34 6.01 2.24
H: -4.51 5.13 1.27
H: -1.76 2.69 2.29
H: -3.49 3.06 2.48
H: -2.27 4.09 3.22
H: -0.88 5.32 -1.99
H: -2.09 6.39 -1.26
H: -1.99 6.23 -3.00
H: -1.65 3.32 -3.41
H: -2.73 4.44 -4.23
H: -3.36 2.94 -3.56
H: -4.60 5.71 -1.29
H: -5.10 4.37 -2.32
H: -4.38 5.80 -3.03

***

Record 8
The following is a DFT calculation (wB97M-V/def2-TZVPD) of a structure of composition C29H35BKN10O4Si.

The calculated total energy comes out at -78615.5448 eV. The strongest force on any atom comes out at 0.24 eV Å⁻¹. As for the molar mass: 665.7 g mol⁻¹. The spin multiplicity is 2. The calculation puts the energy above the lowest of the compared OMol25 structures with the same formula, charge and spin at 1.77 kcal/mol.

Cartesian coordinates (Å):
K: 1.16 -0.46 0.65
O: 1.60 4.30 -0.47
C: 1.28 3.29 0.35
O: 0.29 2.51 -0.10
C: 2.08 3.06 1.48
C: 3.08 3.99 1.86
C: 3.87 3.69 2.93
C: 3.67 2.49 3.64
C: 2.65 1.65 3.20
N: 1.88 1.90 2.15
C: 2.37 0.33 3.88
O: 2.78 0.21 5.15
O: 1.81 -0.58 3.33
H: 0.94 4.33 -1.18
H: 3.21 4.89 1.29
H: 4.66 4.37 3.24
H: 4.32 2.22 4.45
H: 3.11 1.05 5.48
C: 4.92 -2.37 -1.22
C: 4.36 -1.12 -0.88
N: 3.08 -1.06 -1.21
N: 2.78 -2.26 -1.77
C: 3.87 -3.06 -1.78
B: 1.33 -2.59 -2.18
N: 0.59 -1.25 -2.43
C: 0.85 -0.37 -3.42
C: -0.08 0.65 -3.34
C: -0.87 0.29 -2.23
N: -0.46 -0.84 -1.69
N: 0.62 -3.40 -1.07
C: -0.19 -4.46 -1.25
C: -0.62 -4.89 -0.01
C: 0.00 -4.01 0.88
N: 0.74 -3.11 0.24
N: 1.25 -3.41 -3.47
C: 0.28 -3.34 -4.42
C: 0.43 -4.41 -5.26
C: 1.52 -5.12 -4.73
N: 2.00 -4.52 -3.65
H: 5.93 -2.71 -1.08
H: 4.85 -0.27 -0.42
H: 3.80 -4.05 -2.20
H: 1.66 -0.53 -4.11
H: -0.17 1.51 -3.98
H: -1.73 0.80 -1.82
H: -0.39 -4.86 -2.23
H: -1.26 -5.73 0.21
H: -0.04 -4.00 1.96
H: -0.43 -2.53 -4.43
H: -0.16 -4.65 -6.14
H: 1.98 -6.02 -5.08
C: -1.61 5.08 0.18
Si: -2.26 3.42 0.75
C: -2.94 3.54 2.48
C: -3.55 2.80 -0.44
C: -0.82 2.17 0.80
H: -2.39 5.84 0.26
H: -1.31 5.05 -0.87
H: -0.76 5.43 0.77
H: -3.80 4.20 2.53
H: -2.18 3.91 3.18
H: -3.26 2.55 2.83
H: -4.44 3.43 -0.44
H: -3.86 1.78 -0.18
H: -3.15 2.78 -1.46
H: -1.18 1.20 0.45
H: -0.43 2.03 1.81
N: -1.26 -0.87 2.38
C: -2.55 -0.81 1.81
C: -2.75 -1.28 0.52
C: -4.00 -1.17 -0.07
C: -5.06 -0.58 0.62
C: -4.85 -0.11 1.91
C: -3.61 -0.23 2.51
H: -1.25 -0.71 3.38
H: -0.75 -1.72 2.17
H: -1.92 -1.72 -0.03
H: -4.14 -1.54 -1.07
H: -6.03 -0.50 0.15
H: -5.67 0.34 2.45
H: -3.45 0.12 3.52

***

Record 9
The following is a DFT calculation (wB97M-V/def2-TZVPD) of the ion CH3N4S with charge -1 in a non-equilibrium geometry.

The calculated total energy comes out at -17878.6709 eV. The strongest force on any atom comes out at 2.09 eV Å⁻¹. The net charge is -1. As for the molar mass: 103.1 g mol⁻¹. The calculation puts the energy above the lowest of the compared OMol25 structures with the same formula, charge and spin at 61.87 kcal/mol.

Cartesian coordinates (Å):
C: 0.62 0.58 0.24
N: 1.44 -1.69 0.21
N: -0.75 0.97 0.08
N: 0.83 -0.80 -0.30
N: -1.49 -0.08 0.08
S: -3.09 0.06 -0.09
H: 1.25 1.29 -0.32
H: 0.94 0.57 1.29
H: 0.26 -0.90 -1.18

***

Record 10
The following is a DFT calculation (wB97M-V/def2-TZVPD) of a cluster of 10 separate species, C25H63Cl2N2O15 in total in a non-equilibrium geometry.

The calculated total energy comes out at -85672.0884 eV. The strongest force on any atom comes out at 4.39 eV Å⁻¹. The net charge is +1. As for the molar mass: 702.7 g mol⁻¹.

Cartesian coordinates (Å):
C: 10.75 -22.43 -1.17
C: 11.51 -23.56 -1.91
N: 12.97 -23.47 -1.72
C: 13.76 -22.54 -2.26
C: 15.06 -22.73 -1.83
N: 15.08 -23.95 -1.04
C: 13.79 -24.39 -1.03
C: 16.20 -24.60 -0.44
H: 11.13 -21.47 -1.53
H: 10.77 -22.57 -0.09
H: 9.72 -22.54 -1.50
H: 11.32 -23.56 -2.98
H: 11.14 -24.47 -1.44
H: 13.33 -21.77 -2.87
H: 15.98 -22.19 -2.00
H: 13.55 -25.33 -0.56
H: 16.09 -24.91 0.60
H: 17.04 -23.90 -0.51
H: 16.47 -25.53 -0.94
C: 13.23 -18.24 -3.82
C: 13.55 -19.40 -4.73
C: 12.28 -20.25 -4.82
O: 11.61 -19.90 -3.57
C: 12.40 -18.94 -2.82
H: 12.66 -17.47 -4.34
H: 14.09 -17.80 -3.32
H: 14.34 -20.05 -4.36
H: 13.87 -19.05 -5.71
H: 12.58 -21.29 -4.87
H: 11.65 -19.97 -5.67
H: 13.02 -19.48 -2.10
H: 11.67 -18.40 -2.22
C: 6.67 -23.67 -2.63
C: 6.98 -24.71 -1.50
O: 8.18 -24.43 -0.81
O: 6.28 -22.41 -2.01
H: 5.82 -24.03 -3.21
H: 7.43 -23.63 -3.41
H: 7.07 -25.73 -1.85
H: 6.11 -24.80 -0.84
H: 8.08 -23.72 -0.18
H: 7.02 -22.16 -1.45
C: 12.33 -25.69 1.87
C: 13.31 -24.65 2.45
O: 12.60 -23.46 2.81
O: 12.93 -26.84 1.45
H: 11.93 -25.17 1.00
H: 11.53 -25.83 2.59
H: 14.00 -24.21 1.73
H: 13.72 -25.11 3.36
H: 11.66 -23.63 2.94
H: 12.69 -27.53 2.07
C: 18.70 -24.32 2.76
C: 18.90 -23.11 1.88
O: 17.57 -22.65 1.57
O: 18.10 -23.94 4.03
H: 19.70 -24.69 3.00
H: 18.21 -25.13 2.21
H: 19.54 -23.37 1.04
H: 19.42 -22.32 2.42
H: 17.39 -22.13 2.35
H: 17.22 -24.31 4.09
C: 10.82 -27.88 -2.56
C: 10.87 -28.71 -1.19
O: 10.65 -27.96 -0.02
O: 11.49 -26.69 -2.43
H: 9.75 -27.82 -2.79
H: 11.35 -28.53 -3.25
H: 11.88 -29.13 -1.21
H: 10.14 -29.52 -1.18
H: 11.42 -27.47 0.29
H: 11.55 -26.27 -3.29
C: 9.88 -24.18 -5.84
C: 11.04 -25.13 -6.09
O: 11.65 -25.57 -4.86
O: 8.98 -24.17 -6.90
H: 10.20 -23.16 -5.64
H: 9.27 -24.40 -4.97
H: 11.72 -24.68 -6.81
H: 10.77 -26.07 -6.57
H: 12.59 -25.59 -5.02
H: 8.59 -25.03 -6.76
C: 12.13 -20.37 1.69
C: 13.33 -20.25 2.61
O: 14.19 -21.36 2.45
O: 11.03 -19.92 2.45
H: 11.92 -21.39 1.37
H: 12.31 -19.76 0.81
H: 13.09 -20.39 3.66
H: 13.92 -19.33 2.52
H: 13.63 -22.12 2.58
H: 10.31 -19.71 1.84
C: 14.43 -27.84 -2.77
C: 15.96 -28.00 -2.74
O: 16.32 -28.05 -1.33
O: 13.96 -27.87 -4.14
H: 14.33 -26.82 -2.38
H: 13.86 -28.47 -2.09
H: 16.52 -27.18 -3.19
H: 16.25 -28.92 -3.24
H: 15.82 -28.76 -0.92
H: 14.35 -27.07 -4.50
C: 18.51 -24.77 -3.86
Cl: 19.94 -25.90 -3.70
Cl: 18.68 -23.08 -3.15
H: 18.21 -24.58 -4.89
H: 17.72 -25.17 -3.23

***

Record 11
The following is a DFT calculation (wB97M-V/def2-TZVPD) of a structure of composition C3H8N4 in a non-equilibrium geometry.

The calculated total energy comes out at -9197.0704 eV. The strongest force on any atom comes out at 5.18 eV Å⁻¹. As for the molar mass: 100.1 g mol⁻¹. The calculation puts the energy above the lowest of the compared OMol25 structures with the same formula, charge and spin at 105.23 kcal/mol.

Cartesian coordinates (Å):
C: -0.18 -0.66 -0.54
C: 0.34 -0.41 0.84
C: 0.24 1.18 -0.37
N: -0.84 1.93 0.00
N: -0.57 -2.77 -0.28
N: -0.23 -2.96 0.80
N: 1.24 1.71 -0.92
H: -0.89 2.86 -0.41
H: -1.73 1.48 0.15
H: 0.20 -1.72 1.31
H: 2.01 1.07 -1.09
H: 0.53 -0.88 -1.32
H: -1.24 -0.56 -0.73
H: 1.41 -0.32 0.98
H: -0.30 0.03 1.59

***

Record 12
The following is a DFT calculation (wB97M-V/def2-TZVPD) of a structure of composition C5H8O2.

The calculated total energy comes out at -9404.9528 eV. The strongest force on any atom comes out at 0.37 eV Å⁻¹. As for the molar mass: 100.1 g mol⁻¹. The calculation puts the energy above the lowest of the compared OMol25 structures with the same formula, charge and spin at 112.52 kcal/mol.

Cartesian coordinates (Å):
C: 1.48 -0.59 -0.89
C: -0.03 -0.50 -0.80
O: -0.68 -1.56 -0.09
C: -1.45 -0.89 0.86
C: -0.45 0.14 1.46
C: -0.62 0.60 0.06
O: -0.64 1.89 -0.39
H: 1.95 -0.60 0.10
H: 1.78 -1.50 -1.41
H: 1.88 0.27 -1.44
H: -0.46 -0.47 -1.81
H: -1.84 0.16 0.03
H: -0.91 0.79 2.21
H: 0.51 -0.26 1.77
H: -0.52 2.50 0.35

***

What is the formula in the eighth record?
C29H35BKN10O4Si

***

Which formula does entry 3 have?
CH14O5

***

Number 9 is which compound?
CH3N4S

***

The lowest calculated total energy belongs to which entry?
C47H54BrCoN7O2SeSi